# 1
Entry from the Open Molecules 2025 dataset: a structure of composition C28H24BrN8O2Ru (ωB97M-V with the def2-TZVPD basis set).

## Properties
Charge ... +3
Energy above the lowest of the compared OMol25 structures with the same formula, charge and spin ... 43.1 kcal per mole
HOMO level ... -15.9 eV

Positions of all 64 atoms, in Å:
Ru: 0.9212 -0.4894 0.0151
O: -2.4468 2.6461 3.1162
C: -1.1700 2.9501 2.7502
C: -0.5961 4.1984 2.9501
C: 0.6994 4.4356 2.5272
C: 1.4391 3.4347 1.9000
C: 0.8612 2.1949 1.7133
C: -0.4416 1.9298 2.1421
C: -1.1440 0.6264 1.9436
O: -0.1600 -0.5568 2.1302
N: -1.6901 0.3297 0.6921
N: -0.8340 0.5533 -0.3711
C: -1.2955 0.7650 -1.5601
C: -0.4360 0.9113 -2.6688
Br: 1.4294 0.6991 -2.2169
C: -0.7040 1.1400 -3.9810
C: -1.9308 1.3168 -4.7132
C: -1.8172 1.1716 -6.1034
C: -2.9388 1.2061 -6.9138
C: -4.1839 1.4120 -6.3450
C: -4.3079 1.6306 -4.9715
C: -3.1955 1.5875 -4.1619
H: -2.8813 3.3994 3.5354
H: -1.1688 4.9839 3.4297
H: 1.1391 5.4120 2.6860
H: 2.4499 3.6288 1.5676
H: 1.4513 1.4164 1.2321
H: -1.9506 0.5150 2.6611
H: -2.6883 0.4001 0.5586
H: -2.3665 0.8393 -1.7280
H: 0.1752 1.1531 -4.6200
H: -0.8401 1.0136 -6.5452
H: -2.8401 1.0804 -7.9830
H: -5.0669 1.4250 -6.9712
H: -5.2771 1.8548 -4.5470
H: -3.3106 1.8393 -3.1158
N: 4.0404 -1.1857 3.0308
C: 4.7888 -1.2302 1.8877
C: 3.9273 -0.9398 0.8755
N: 2.6648 -0.7091 1.3933
C: 2.7694 -0.8873 2.6961
C: 1.6812 -0.7488 3.6488
N: 0.3860 -0.5786 3.3867
C: -0.3605 -0.5593 4.5531
C: 0.5232 -0.7120 5.5604
N: 1.7676 -0.8373 4.9809
H: 4.4152 -1.3594 3.9517
H: 5.8426 -1.4573 1.8916
H: 4.1441 -0.8426 -0.1727
H: -1.4307 -0.4510 4.5678
H: 0.3704 -0.7462 6.6262
H: 2.6174 -0.9710 5.5094
N: 3.3242 -5.4791 -2.9667
C: 2.4915 -4.9935 -2.3426
C: 1.4653 -4.3718 -1.5470
C: 0.3858 -5.0892 -1.0454
C: -0.5721 -4.4179 -0.3022
C: -0.4181 -3.0673 -0.0694
N: 0.6351 -2.3818 -0.5490
C: 1.5577 -3.0169 -1.2798
H: 0.3008 -6.1502 -1.2416
H: -1.4341 -4.9370 0.0929
H: -1.1435 -2.5026 0.5003
H: 2.3769 -2.4309 -1.6706

# 2
Entry from the Open Molecules 2025 dataset: a structure of composition C28H24CdN5S (ωB97M-V with the def2-TZVPD basis set).

## Properties
Charge ... +1
Energy above the lowest of the compared OMol25 structures with the same formula, charge and spin ... 0.0 kcal per mole
HOMO level ... -10.1 eV

Positions of all 59 atoms, in Å:
Cd: 0.1099 0.5223 -0.4004
C: 2.4495 0.2105 4.7651
C: 1.2726 0.6426 4.1737
C: 0.9357 0.1891 2.9102
C: 1.7783 -0.6901 2.2403
C: 2.9595 -1.1312 2.8351
C: 3.2901 -0.6751 4.0953
N: 1.3675 -1.0806 0.9386
N: 2.0701 -1.9161 0.3711
C: 1.7003 -2.2262 -0.9694
C: 2.4092 -3.2515 -1.5664
C: 2.1649 -3.5438 -2.8989
C: 1.2340 -2.7887 -3.5899
C: 0.5640 -1.7839 -2.9093
N: 0.7758 -1.5158 -1.6205
H: 2.7165 0.5632 5.7528
H: 0.6201 1.3301 4.6940
H: 0.0076 0.4997 2.4475
H: 3.6037 -1.8131 2.2984
H: 4.2104 -1.0044 4.5587
H: 3.1432 -3.7890 -0.9818
H: 2.7048 -4.3407 -3.3924
H: 1.0322 -2.9599 -4.6378
H: -0.1698 -1.1648 -3.4132
N: -2.3725 -2.1085 -1.3042
C: -2.9857 -1.4834 -0.2837
S: -2.1589 -0.3680 0.6869
N: -4.2749 -1.7714 -0.1012
C: -5.1248 -1.2540 0.9320
C: -4.8130 -1.4602 2.2665
C: -5.6616 -0.9662 3.2446
C: -6.8213 -0.2894 2.8890
C: -7.1349 -0.1086 1.5498
C: -6.2837 -0.5893 0.5659
H: -1.3720 -2.0299 -1.3707
H: -2.8290 -2.8375 -1.8272
H: -4.7251 -2.3456 -0.7982
H: -3.9167 -2.0051 2.5356
H: -5.4186 -1.1213 4.2875
H: -7.4831 0.0900 3.6561
H: -8.0386 0.4146 1.2672
H: -6.5161 -0.4399 -0.4823
C: 4.9533 2.5300 -2.4181
C: 4.4594 1.3698 -1.7832
C: 3.1564 1.3131 -1.3806
C: 2.2582 2.3919 -1.5839
C: 0.8837 2.3532 -1.1883
C: 0.0981 3.4551 -1.3968
C: 0.6147 4.6251 -2.0023
C: 1.9149 4.6734 -2.4028
C: 2.7713 3.5611 -2.2052
C: 4.1276 3.5972 -2.6165
H: 5.9874 2.5703 -2.7364
H: 5.1208 0.5299 -1.6103
H: 2.7984 0.4256 -0.8693
H: -0.9443 3.4573 -1.1021
H: -0.0354 5.4786 -2.1510
H: 2.3154 5.5629 -2.8758
H: 4.5005 4.4969 -3.0916

# 3
Entry from the Open Molecules 2025 dataset: a cluster of 6 separate species, C28H24F43O8S in total (ωB97M-V with the def2-TZVPD basis set).

## Properties
Charge ... -1
HOMO level ... -5.8 eV

Positions of all 104 atoms, in Å:
O: 0.6815 -3.6819 4.2687
S: 0.6304 -3.3094 2.8382
O: 1.9840 -2.8289 2.4467
O: 0.2805 -4.4598 1.8994
C: -0.5273 -1.9127 2.6468
C: -1.9351 -2.1531 3.2660
C: -2.8486 -3.1158 2.4849
F: -4.0864 -3.0636 3.1045
F: -2.4678 -4.3913 2.5296
F: -2.9999 -2.7337 1.1936
H: -0.5971 -1.5717 1.5908
H: -0.0787 -1.0505 3.1978
H: -1.8529 -2.4251 4.3415
H: -2.4586 -1.1654 3.2558
C: 4.8702 -4.1644 -0.4498
C: 3.5176 -3.8649 -1.1247
C: 2.2678 -4.3293 -0.3795
F: 2.2412 -5.6674 -0.2062
F: 1.1563 -4.0093 -1.0952
F: 3.5435 -4.3543 -2.3941
F: 3.4347 -2.5084 -1.2477
O: 5.5941 -5.3222 -0.8884
C: 5.2834 -6.5600 -0.3335
C: 4.7143 -7.5341 -1.3695
F: 3.6113 -7.0461 -1.9617
F: 4.3651 -8.7022 -0.7760
F: 4.4837 -6.4028 0.7279
F: 6.4475 -7.0651 0.1432
H: 5.5241 -3.3351 -0.7237
H: 4.8038 -4.1193 0.6377
H: 2.1897 -3.8448 0.5997
H: 5.4528 -7.7433 -2.1472
C: 0.1107 -7.8248 4.8746
C: -1.1982 -7.1314 5.3022
C: -1.0536 -5.8845 6.1773
F: -0.4432 -6.1451 7.3554
F: -2.2844 -5.3881 6.4818
F: -2.0135 -8.0491 5.8877
F: -1.8212 -6.7458 4.1646
O: 0.5389 -8.9662 5.6331
C: 1.2727 -8.7641 6.7956
C: 0.5244 -9.2405 8.0436
F: -0.6643 -8.6257 8.1791
F: 1.2449 -8.9653 9.1600
F: 1.6640 -7.4844 6.8806
F: 2.4044 -9.4960 6.6633
H: -0.0857 -8.2339 3.8832
H: 0.9227 -7.1125 4.7248
H: -0.4927 -5.1020 5.6537
H: 0.3466 -10.3173 7.9980
C: -2.6844 1.3445 -1.3139
C: -2.9231 0.5187 -0.0334
C: -4.1058 0.9397 0.8424
F: -3.9853 2.1996 1.3063
F: -4.1861 0.1354 1.9287
F: -1.7785 0.4839 0.6841
F: -3.1578 -0.7575 -0.4341
O: -1.6936 2.3770 -1.2645
C: -2.0514 3.6282 -0.7765
C: -1.3112 3.9910 0.5126
F: -1.5291 3.0825 1.4827
F: -1.7449 5.1881 0.9846
F: -3.3885 3.7063 -0.6582
F: -1.7087 4.5218 -1.7439
H: -2.2859 0.6404 -2.0452
H: -3.6172 1.7030 -1.7522
H: -5.0485 0.8573 0.2936
H: -0.2309 4.0520 0.3351
C: -2.6945 8.2286 -4.6409
C: -2.6068 7.8976 -6.1451
C: -3.9151 7.9402 -6.9380
F: -4.8246 7.0589 -6.4850
F: -3.6793 7.6201 -8.2349
F: -1.9924 6.7031 -6.2955
F: -1.7734 8.8238 -6.7006
O: -2.7556 7.1371 -3.7236
C: -3.9947 6.5552 -3.4517
C: -4.0689 5.1008 -3.9227
F: -3.8250 4.9901 -5.2441
F: -5.3060 4.5934 -3.7051
F: -4.9818 7.3193 -3.9545
F: -4.1412 6.5869 -2.1131
H: -1.7517 8.7192 -4.3945
H: -3.4606 8.9756 -4.4279
H: -4.3552 8.9414 -6.9140
H: -3.3417 4.4865 -3.3915
C: 2.8989 5.0887 -3.7959
C: 2.6231 4.3957 -2.4456
C: 1.5010 4.9829 -1.5886
F: 1.7320 6.2593 -1.2328
F: 1.3826 4.2740 -0.4283
F: 3.7764 4.3256 -1.7451
F: 2.2758 3.1108 -2.7309
O: 3.9690 6.0344 -3.8509
C: 3.7220 7.3498 -3.4655
C: 4.5185 7.7505 -2.2210
F: 4.2509 6.9432 -1.1784
F: 4.1965 9.0108 -1.8437
F: 2.3995 7.5499 -3.3261
F: 4.1115 8.1261 -4.4995
H: 3.2218 4.2949 -4.4704
H: 1.9888 5.4852 -4.2487
H: 0.5419 4.9347 -2.1092
H: 5.5917 7.7063 -2.4195

Number 1: frontier orbital gap 6.7 eV. Number 2: frontier orbital gap 6.0 eV. Number 3: frontier orbital gap 7.2 eV.